Entry 1:
C36H55FeN4OP2Se as an isolated structure, computed with ωB97M-V/def2-TZVPD.

Spin multiplicity: 5
⟨S²⟩: 6.081
HOMO-LUMO gap (alpha / beta) in Ha: 0.2434 / 0.2065
Total charge: +1
HOMO energy (alpha / beta) in eV: -9.10 / -9.06

Last column: Mulliken spin population.
CARTESIAN COORDINATES (ANGSTROEM)
C1 0.4190 2.6800 -1.7696  -0.048
C2 -1.4954 2.5601 -0.4590  -0.016
C3 0.0069 3.8762 -2.3563  0.053
C4 -1.8603 3.8806 -0.8598  0.049
C5 -1.1133 4.5283 -1.8280  -0.018
H1 0.5875 4.2601 -3.1933  0.001
H2 -2.8034 4.2841 -0.4909  0.001
H3 -1.3921 5.5065 -2.2119  -0.001
N1 -0.1779 2.1666 -0.6696  0.048
P1 2.2762 0.7985 -1.1223  -0.076
P2 -2.4828 0.0094 0.6170  0.096
C6 1.4795 1.8243 -2.4386  0.008
H4 1.0171 1.1647 -3.1923  -0.004
H5 2.1954 2.4563 -2.9776  -0.004
C7 0.6017 -1.3213 0.6459  -0.148
O1 0.4090 -2.4222 1.0171  -0.024
C8 -2.4945 1.6491 -0.0508  0.103
H6 -3.4297 2.1664 0.2098  -0.007
C9 -4.1913 -0.5170 -0.2198  0.040
C10 -2.6676 -0.2464 2.5673  0.024
C11 2.9948 -0.6385 -2.1252  0.036
C12 3.5601 2.0637 -0.5098  0.026
C13 -3.8940 -1.9078 -0.7857  0.019
H7 -3.5871 -2.6266 -0.0149  0.003
H8 -4.7978 -2.2926 -1.2808  0.000
H9 -3.1026 -1.8568 -1.5424  -0.010
C14 -5.3973 -0.5480 0.7268  0.008
H10 -5.2963 -1.2157 1.5851  0.001
H11 -5.6531 0.4574 1.0838  0.000
H12 -6.2666 -0.9042 0.1514  -0.001
C15 -4.6054 0.4073 -1.3758  0.018
H13 -5.3509 -0.1204 -1.9920  0.003
H14 -5.0682 1.3360 -1.0179  0.000
H15 -3.7606 0.6640 -2.0202  -0.017
C16 -3.0462 -1.7144 2.8288  -0.005
H16 -2.2559 -2.3855 2.4626  -0.002
H17 -3.1424 -1.8720 3.9136  0.000
H18 -3.9839 -2.0379 2.3703  -0.001
C17 -1.3270 -0.0282 3.2656  0.045
H19 -0.5801 -0.7570 2.9279  -0.011
H20 -0.9152 0.9739 3.1016  -0.001
H21 -1.4414 -0.1723 4.3511  0.001
C18 -3.6474 0.7891 3.1048  0.006
H22 -4.6755 0.6297 2.7712  0.000
H23 -3.6516 0.7447 4.2051  0.001
H24 -3.3393 1.8019 2.8110  -0.003
C19 4.6243 1.3137 0.2954  0.015
H25 5.3026 2.0530 0.7474  0.000
H26 4.1742 0.7416 1.1212  -0.004
H27 5.2348 0.6447 -0.3242  0.001
C20 2.8679 3.0942 0.3974  0.005
H28 2.0716 3.6398 -0.1222  0.000
H29 2.4433 2.6302 1.2972  -0.004
H30 3.6226 3.8234 0.7293  0.000
C21 4.2219 2.8674 -1.6474  0.000
H31 5.0583 3.4371 -1.2141  -0.001
H32 4.6297 2.2441 -2.4488  0.001
H33 3.5347 3.6013 -2.0866  0.001
C22 1.8913 -1.2934 -2.9769  0.009
H34 1.5364 -0.6413 -3.7843  -0.001
H35 2.2997 -2.2044 -3.4430  0.000
H36 1.0248 -1.5882 -2.3733  -0.002
C23 3.5093 -1.6806 -1.1259  0.003
H37 2.6945 -2.0587 -0.4922  -0.003
H38 3.9243 -2.5315 -1.6868  0.001
H39 4.3038 -1.2886 -0.4789  0.001
C24 4.1219 -0.1565 -3.0444  0.002
H40 3.7816 0.6227 -3.7396  0.000
H41 4.9963 0.2050 -2.4901  0.001
H42 4.4577 -1.0107 -3.6518  -0.001
Fe1 0.3437 0.3461 0.0470  3.656
N2 -0.7336 -0.1542 -1.3820  -0.116
C25 -1.6715 0.0689 -2.1121  0.033
C26 -2.0713 -0.3240 -3.4516  0.012
C27 -1.7291 -1.6396 -3.8079  0.013
C28 -2.7174 0.5190 -4.3893  0.004
C29 -2.0356 -2.1248 -5.0774  -0.006
H43 -1.2226 -2.2808 -3.0731  0.000
C30 -3.0593 0.0049 -5.6445  -0.004
H44 -2.9507 1.5513 -4.1112  -0.002
C31 -2.7155 -1.3093 -5.9906  0.008
H45 -1.7515 -3.1457 -5.3329  0.000
H46 -3.6034 0.6286 -6.3580  0.000
H47 -2.9835 -1.7054 -6.9722  0.000
C32 3.4136 -2.5798 2.3952  0.003
N3 2.7700 -2.0868 3.5926  0.007
C33 2.7701 -2.7666 4.7971  0.002
C34 2.1794 -1.9588 5.7134  0.003
N4 1.8323 -0.7899 5.0586  0.012
C35 1.2185 0.3491 5.7055  0.002
C36 2.1561 -0.8666 3.7261  0.039
Se1 1.8856 0.4475 2.4366  0.113
H48 4.4720 -2.7920 2.5986  0.000
H49 3.3483 -1.8115 1.6189  -0.002
H50 2.9199 -3.4962 2.0479  0.000
H51 3.2000 -3.7480 4.8914  0.001
H52 1.9937 -2.0964 6.7628  0.001
H53 1.7604 0.5785 6.6321  -0.001
H54 1.2667 1.2127 5.0351  0.000
H55 0.1699 0.1410 5.9576  0.001

Atomic forces in eV per Å
-0.1067 0.9850 -0.9670
0.0071 -0.5939 0.3028
0.8598 -1.2292 0.0994
0.0633 0.6619 -0.8719
-0.6302 -0.1001 0.9581
-0.2895 -0.0063 0.1354
0.2725 -0.0329 -0.1558
-0.0821 -0.1544 0.1748
-1.2614 0.1864 0.1627
1.1234 0.7490 -1.6115
-0.0573 -0.8312 0.9939
0.0896 0.2506 0.2718
-0.0543 0.2863 0.4539
-0.1923 -0.2648 0.1241
-1.2555 -7.4613 2.8074
1.1787 3.5636 -1.2852
-0.0622 1.8402 1.6397
0.2273 0.0082 -0.4742
0.4681 -0.1768 0.5184
-0.4032 0.6816 -0.8230
0.2731 0.4935 0.3178
0.2255 -0.2077 -0.2927
-0.3039 -0.2531 -0.1390
-0.0646 0.1819 -0.1237
0.1734 -0.0560 0.0731
-0.1852 -0.1410 0.2287
-0.3258 -0.1107 -0.0998
-0.0704 0.2472 -0.2565
0.0758 -0.2504 -0.1114
0.1771 0.0541 0.0783
0.0314 -0.0242 -0.1602
0.1362 0.0866 0.2037
0.1804 -0.2148 -0.1117
-0.6020 0.0996 0.2281
-0.0942 -0.0213 -0.0951
-0.1252 0.1689 0.0773
0.0441 0.0547 -0.1910
0.3001 0.0809 0.1628
0.2014 -0.0178 -0.3272
-0.2313 0.1741 0.0695
-0.1334 -0.1263 0.0190
-0.1784 0.0630 -0.2201
-0.3006 -0.0593 0.5875
0.2903 0.0593 0.1198
-0.0707 0.0981 -0.1399
-0.0498 -0.2195 0.0847
0.2981 0.0515 0.2942
-0.0976 -0.1700 -0.1008
0.2126 0.1517 -0.3653
-0.1350 0.1782 0.0944
-0.2289 -0.1275 0.2169
0.2018 -0.0910 0.1079
0.1044 0.2449 -0.2432
-0.1596 -0.1887 -0.1012
0.2264 0.0044 -0.0012
-0.2047 -0.1348 -0.0904
-0.0885 0.2014 0.2034
0.1621 -0.1599 0.1455
-0.0377 0.0216 0.0359
0.1126 -0.1857 0.1511
-0.0561 0.2669 0.1416
0.1674 0.0455 -0.0725
0.1648 -0.2260 -0.0681
0.2410 0.0643 -0.2286
-0.0836 0.1354 0.1769
-0.1854 -0.0703 -0.1522
0.1611 -0.4108 -0.2268
0.0818 -0.1645 0.1913
-0.2541 -0.0716 -0.1188
-0.0281 0.1877 0.0721
0.2234 2.9655 0.9691
-4.9242 0.0113 -5.0119
5.0633 -1.4786 1.1222
-0.8239 0.3222 -1.0249
0.0354 -0.1595 -0.0175
0.1264 -0.4910 0.4358
-0.1216 0.3112 0.0848
-0.2801 0.3285 -0.3947
0.2022 -0.0590 0.1815
0.0017 -0.4023 -0.1286
0.0550 0.0315 0.2526
-0.1290 0.2882 -0.0104
0.2651 -0.1761 0.2554
0.0809 0.1692 0.3107
0.2064 -0.2507 -0.4593
-0.5362 0.7236 0.1690
-0.2181 0.5403 0.1469
0.2911 0.0266 -0.6312
0.0357 -0.2790 -0.9275
-0.3084 0.4364 0.4030
0.2052 -1.0133 1.1774
0.7384 0.1977 0.5676
-0.3041 0.0815 -0.0111
-0.0117 -0.1774 0.2557
0.1100 0.2606 0.0632
-0.0170 0.0165 0.0064
0.0024 -0.0064 0.0115
-0.0898 -0.0744 -0.2937
-0.0211 -0.2482 0.1395
0.2998 0.0303 -0.1394

=====

Entry 2:
A 2-piece molecular cluster, C5H9BrF2IN4OP overall, computed with ωB97M-V/def2-TZVPD.

HOMO-LUMO gap in Ha: 0.2388
HOMO energy in eV: -7.80

Last column: natural (NBO) charge in e.
CARTESIAN COORDINATES (ANGSTROEM)
C1 -1.0039 -2.6642 -1.6707  -0.605
C2 -0.7704 -1.4113 -0.8313  -0.439
C3 0.5583 -0.6594 -1.0703  -0.079
Br1 1.9356 -1.9204 -1.6327  0.039
N1 0.8976 -0.0384 0.2401  -0.175
C4 1.9273 -0.3150 1.0036  0.266
N2 1.9222 0.3608 2.1593  -0.480
C5 0.8098 1.1064 2.0531  0.511
N3 0.4805 1.9197 3.0689  -0.187
F1 1.2820 1.8843 4.1495  -0.149
N4 0.1630 0.9255 0.8815  -0.484
P1 -1.3384 1.8115 0.3434  1.167
O1 -1.2564 1.9236 -1.2569  -0.883
I1 -1.0903 4.1945 1.0332  -0.173
H1 -0.7697 -2.5345 -2.7224  0.244
H2 -0.4808 -3.5146 -1.2359  0.196
H3 -2.0648 -2.9165 -1.6231  0.218
H4 -0.7607 -1.7321 0.2224  0.171
H5 -1.6181 -0.7422 -0.9629  0.278
H6 0.4870 0.0931 -1.8520  0.320
H7 2.7201 -1.0233 0.8520  0.257
H8 -0.3482 2.4954 3.0706  0.407
H9 -0.5094 2.5140 -1.4581  0.504
F2 -1.1724 0.2430 -2.7610  -0.925

Atomic forces in eV per Å
-0.5443 -0.0178 0.1539
0.1311 -0.4729 0.4451
-1.2550 -0.5935 0.1907
0.2019 0.4812 0.3407
1.5996 -0.4856 -1.0800
0.4382 0.2880 1.6881
-0.7752 0.1031 -0.7550
1.7450 -0.4688 1.1923
-0.9646 -0.1048 -1.3459
-0.1926 0.1632 0.1223
-0.0346 0.9096 0.0713
-2.0498 -0.6155 -0.9318
0.9118 0.9871 2.5377
0.4622 -0.0333 0.0540
0.1431 0.1513 0.0166
0.2077 -0.0218 -0.2325
-0.0328 0.0841 0.0063
0.0887 -0.0495 -0.0369
0.2969 0.3197 -0.2945
-0.4875 -0.0446 -0.2148
-0.2569 -0.2041 -0.7373
0.2466 0.2851 0.7187
-0.1519 -0.2212 -0.9336
0.2722 -0.4390 -0.9753

=====

Entry 3:
C22H32CrF9N5OS3 as an isolated structure, computed with ωB97M-V/def2-TZVPD.

Spin multiplicity: 2
⟨S²⟩: 1.144
HOMO-LUMO gap (alpha / beta) in Ha: 0.2410 / 0.2648
Total charge: +1
HOMO energy (alpha / beta) in eV: -10.75 / -10.77

Last column: Mulliken spin population.
CARTESIAN COORDINATES (ANGSTROEM)
Cr1 0.1373 -0.0848 -0.0726  1.073
C1 1.9969 1.9775 1.4335  -0.013
N1 1.9570 0.5326 1.2035  -0.006
C2 3.2211 0.1534 0.5662  0.000
C3 1.8325 -0.1535 2.5046  0.018
C4 1.0986 -1.4807 2.3603  0.002
N2 -0.1986 -1.2987 1.6926  -0.020
C5 -1.1420 -0.6326 2.5929  -0.006
C6 -0.7524 -2.6240 1.3962  0.003
H1 2.8234 2.2497 2.1015  -0.002
H2 1.0595 2.3003 1.8774  0.002
H3 2.1219 2.4996 0.4862  0.000
H4 4.0709 0.5152 1.1560  0.000
H5 3.2797 0.5903 -0.4280  -0.001
H6 3.2955 -0.9255 0.4757  0.000
H7 1.2875 0.4994 3.1895  -0.002
H8 2.8249 -0.3346 2.9367  -0.001
H9 0.9650 -1.9403 3.3493  0.002
H10 1.6994 -2.1523 1.7444  -0.003
H11 -1.2216 -1.1702 3.5449  0.001
H12 -2.1245 -0.6178 2.1243  0.003
H13 -0.8355 0.3927 2.7944  0.001
H14 -0.9658 -3.1712 2.3199  -0.002
H15 -0.0497 -3.2029 0.8059  -0.002
H16 -1.6713 -2.5173 0.8245  0.000
S1 -1.9838 -0.4857 -1.1974  -0.049
C7 -1.2075 0.6635 -2.1726  0.008
N3 -0.0095 1.0507 -1.7702  -0.037
C8 0.5048 2.0298 -2.5807  0.007
C9 1.7202 2.6944 -2.4343  0.003
C10 2.0781 3.6492 -3.3641  0.000
C11 1.2484 3.9548 -4.4390  -0.001
C12 0.0308 3.3213 -4.5954  0.001
C13 -0.3345 2.3687 -3.6609  -0.002
S2 -1.8097 1.4315 -3.5997  0.009
H17 2.3640 2.4406 -1.6071  -0.001
H18 3.0164 4.1724 -3.2672  0.000
H19 1.5590 4.6931 -5.1610  0.000
H20 -0.6206 3.5588 -5.4195  0.000
F1 0.5595 -3.7772 -3.3387  0.000
C14 0.3853 -2.7706 -2.4966  0.009
F2 -0.0722 -1.7233 -3.1963  0.000
F3 -0.5806 -3.1144 -1.6414  0.000
C15 1.6475 -2.3509 -1.6941  -0.011
O1 1.2959 -1.6489 -0.6125  0.016
C16 2.4261 -3.6187 -1.2259  -0.001
F4 3.1866 -4.1524 -2.1694  0.000
F5 3.2213 -3.2957 -0.1985  0.000
F6 1.5866 -4.5548 -0.7845  0.000
C17 2.5767 -1.5280 -2.6347  -0.004
F7 2.1612 -0.2519 -2.6497  0.001
F8 3.8343 -1.4976 -2.1935  0.000
F9 2.5955 -1.9662 -3.8854  0.000
C18 -0.4071 4.5754 2.4266  0.000
N4 -1.6659 3.8964 2.6262  0.001
C19 -2.2323 4.1074 3.9444  0.000
C20 -2.1634 3.0142 1.7327  0.011
S3 -1.1268 2.2366 0.6183  -0.008
N5 -3.4881 2.8347 1.6644  0.001
C21 -4.4161 3.9043 1.9824  0.000
C22 -4.0458 1.7561 0.8798  0.001
H21 -0.5514 5.6450 2.5956  0.000
H22 -0.0601 4.4254 1.4083  0.000
H23 0.3536 4.2213 3.1276  0.000
H24 -1.4268 4.0139 4.6787  0.000
H25 -2.9847 3.3567 4.1634  0.000
H26 -2.6695 5.1027 4.0537  0.000
H27 -3.8813 4.8436 2.0939  0.000
H28 -4.9813 3.6955 2.8925  0.000
H29 -5.1159 4.0177 1.1537  0.000
H30 -3.4572 0.8502 1.0061  -0.002
H31 -4.0555 2.0000 -0.1844  0.001
H32 -5.0651 1.5771 1.2115  0.000

Atomic forces in eV per Å
0.5206 -1.6933 -0.2380
0.0850 0.4785 0.2944
-0.5639 0.0839 -0.2406
0.3967 -0.2709 -0.2394
-0.3084 -0.3429 0.2356
0.7151 0.2134 0.0288
0.0223 0.2499 -0.0335
-0.2871 0.3299 0.3915
-0.1214 -0.4780 -0.3054
0.0733 -0.1105 -0.0860
0.1607 0.0003 -0.0460
-0.0315 0.0188 0.0460
-0.0935 0.0555 0.0443
-0.0175 -0.0354 -0.0466
-0.0421 0.0120 -0.0430
0.0613 0.0017 -0.0423
-0.1151 0.0914 -0.0152
-0.0378 0.0167 -0.1248
-0.1161 -0.0162 0.0289
0.0405 -0.0736 -0.0716
0.0060 0.0752 -0.0043
-0.0481 -0.0432 -0.0387
0.0068 0.1076 0.0480
0.0359 0.0652 -0.0311
-0.0516 -0.0145 0.0271
0.4267 -0.2300 0.5833
-0.1002 0.1603 -0.1225
-0.4203 -0.5105 0.3095
0.2377 0.8820 -0.7099
-0.1810 -0.1827 0.0337
0.0462 0.0101 0.0459
-0.0953 -0.0037 -0.0691
0.0681 0.0035 0.0207
0.0774 -0.2216 0.3737
0.3351 -0.0360 0.3103
0.1411 0.0071 0.0160
0.1201 0.0026 0.0564
0.0242 0.0908 -0.0539
-0.0750 0.0561 -0.1455
0.3090 -0.1890 -0.1071
-0.4189 0.0507 0.0619
0.1182 0.0541 -0.2568
-0.0307 -0.3376 0.0242
0.2582 -0.4970 -0.8805
-1.2528 2.0055 1.0923
0.0601 0.0833 0.2323
0.0010 -0.0756 -0.3468
0.1273 0.0793 0.1480
-0.2749 -0.1693 0.0845
0.0467 0.5146 -0.0315
0.0394 -0.0366 -0.1611
0.2753 -0.1534 0.2620
-0.0858 -0.2212 -0.1565
0.3716 0.1745 -0.1600
-0.2023 -0.1059 -0.0372
-0.1980 0.0990 0.2112
0.2076 -0.2115 0.0755
-0.0554 0.2116 -0.5320
0.3760 0.1415 0.2242
-0.2237 0.3004 0.1682
-0.0422 -0.4324 -0.1785
-0.0060 -0.0231 0.0484
0.0065 0.0297 0.0639
-0.0157 -0.0302 -0.0138
-0.0758 -0.0160 -0.0478
-0.0582 -0.0249 -0.0036
-0.0178 -0.0319 0.0015
-0.0200 -0.0143 0.0355
-0.0172 0.0410 -0.0353
0.0091 -0.0622 0.0174
-0.0795 0.0706 -0.0309
0.0242 0.0430 -0.0222
-0.0499 -0.0163 0.0642